1.
# C15H36LuNO2P2Si

A structure of composition C15H36LuNO2P2Si at a distorted geometry (ωB97M-V/def2-TZVPD, the OMol25 dataset).

Summary:
- HOMO energy (eV) = -6.77
- relative energy (zero: lowest compared OMol25 entry of this formula, charge and spin) (kJ/mol) = 0.00
- max |F| (eV/Å) = 2.32
- orbital gap (eV) = 7.245

Element x y z (Å)
Lu: -0.0987 -0.7276 0.4152
P: 2.5086 -0.7182 -0.3598
P: -2.7103 -0.3566 -0.2099
Si: 0.3561 0.9892 3.4483
O: 1.7562 1.8896 -3.0540
O: -0.8448 2.1551 -2.4242
N: -0.2617 -1.2858 -1.8689
C: 1.0219 2.6184 2.7673
C: -2.7733 -1.3689 -1.7538
C: 3.2054 -2.1973 0.4344
C: -1.5533 -1.7743 -3.8436
C: 2.1929 -1.0857 -2.0623
C: -1.4494 -1.4752 -2.4954
C: 1.8500 -0.1346 3.7213
C: 0.9032 -1.3839 -2.6295
C: -0.4021 -1.8790 -4.6175
C: -0.9302 0.2774 2.3261
C: -3.5958 1.1640 -0.6756
C: 3.5818 0.7405 -0.0878
C: -0.4715 1.3066 5.1183
C: -3.8343 -1.2236 0.9403
C: 0.8240 -1.6921 -4.0077
H: 3.1708 -2.0871 1.5251
H: -1.4261 -0.6141 2.7663
H: 0.1543 1.2215 0.0397
H: 1.7631 -1.7207 -4.5665
H: 2.4773 -0.2584 2.8255
H: 3.2451 1.5844 -0.7123
H: -4.8707 -1.2042 0.5787
H: -0.3245 1.0349 -0.6068
H: -1.7412 1.0005 2.1414
H: -3.0686 1.6423 -1.5132
H: -3.7566 -0.7459 1.9259
H: 4.6413 0.5313 -0.3003
H: 2.4802 0.2920 4.5180
H: -1.3282 1.9841 4.9961
H: -3.1598 -2.3614 -1.4526
H: 2.0990 0.9836 -2.8819
H: -3.4871 -2.2566 1.0632
H: -4.6478 0.9677 -0.9392
H: -2.5484 -1.8818 -4.2704
H: 2.0863 2.1173 -3.9404
H: -0.4648 -2.1095 -5.6758
H: 0.0979 2.0858 -2.7476
H: -3.5336 -0.8747 -2.3828
H: 3.0592 -1.1558 -2.7326
H: 4.2294 -2.3894 0.1013
H: 1.5474 2.4851 1.8118
H: 0.2126 1.7607 5.8471
H: -0.8446 0.3667 5.5489
H: 1.5371 -1.1321 4.0600
H: 3.4820 1.0611 0.9640
H: 0.2059 3.3382 2.6125
H: -1.0028 3.1095 -2.3234
H: 1.7280 3.0737 3.4776
H: -3.5583 1.8790 0.1623
H: 2.5700 -3.0540 0.1846
H: -0.2985 -2.5117 0.8142

Atoms 1-3, force components in eV/Å:
Lu 0.2 -1.6 1.0
P -1.3 0.0 -0.5
P -0.1 -0.2 -0.5

---

2.
# C15H36O7Si

A cluster of 3 separate species, C15H36O7Si in total at a distorted geometry (ωB97M-V/def2-TZVPD, the OMol25 dataset).

Summary:
- HOMO energy (eV) = -9.11
- structure (SMILES) = [SiH3]C[C@H]1CO1.COCCOCCOC.COCCOCCOC
- max |F| (eV/Å) = 6.78
- orbital gap (eV) = 9.862

Element x y z (Å)
Si: 3.4587 0.4322 -2.1258
O: -0.8025 0.6709 -2.1681
O: -2.3325 -1.0480 2.9116
O: -3.6221 0.8204 -3.3232
O: 0.6841 -0.6167 3.0556
O: -0.6017 -2.4987 4.9906
O: 7.2707 0.4153 -1.4119
O: -2.3617 3.3134 -2.2575
C: -1.6178 -0.0462 3.6440
C: -0.7711 1.6979 -3.1690
C: -1.6003 -3.0976 4.1665
C: -0.2957 0.4188 3.0253
C: -1.0054 3.1266 -2.6582
C: -2.5042 3.9981 -1.0239
C: 7.6315 -1.1758 -1.6228
C: 6.0378 -0.5429 -1.3497
C: 4.9963 -0.5541 -2.7971
C: 1.3271 -0.8142 1.8027
C: -2.0463 0.4542 -1.4921
C: -1.7376 -2.3508 2.8322
C: -3.1807 -0.1202 -2.3467
C: -3.7093 0.2685 -4.6309
C: -0.9931 -2.3486 6.3453
H: -2.0451 -2.0588 6.4360
H: -1.7404 3.6966 -0.2997
H: -0.8106 -3.2803 6.8887
H: -2.8544 -1.0647 -2.8063
H: 5.4955 -0.7893 -0.2454
H: -1.4434 1.4502 -3.9881
H: 3.0259 1.5122 -3.0144
H: -3.6659 1.0982 -5.3461
H: 3.7531 1.0788 -0.8204
H: 2.4061 -0.5734 -1.9154
H: 0.1018 1.2493 3.6151
H: 5.5935 0.0077 -3.6301
H: -0.8109 3.8317 -3.4717
H: -4.0381 -0.3358 -1.7034
H: -0.3875 -1.5537 6.7863
H: -2.4083 -2.9366 2.1952
H: -2.5752 -3.1299 4.6693
H: -2.4583 5.0781 -1.1925
H: -1.4931 -0.3493 4.6834
H: 4.7843 -1.6838 -3.0226
H: 2.1445 -0.1029 1.6909
H: 0.6310 -0.7378 0.9653
H: -2.3553 1.3556 -0.9631
H: -2.2857 0.8227 3.6736
H: -3.4809 3.7433 -0.6063
H: 1.7465 -1.8270 1.7996
H: -0.3074 3.3409 -1.8390
H: -4.6638 -0.2419 -4.7534
H: -0.4747 0.7830 2.0029
H: -1.2793 -4.1246 3.9681
H: 0.2390 1.6607 -3.5897
H: 7.5871 -1.7699 -0.6157
H: 7.3404 -1.5618 -2.6895
H: -2.8795 -0.4060 -4.8502
H: -0.7893 -2.3032 2.3005
H: -1.8260 -0.2805 -0.7088

Atoms 1-3, force components in eV/Å:
Si 0.7 -0.7 -0.2
O -0.3 0.3 -0.1
O 0.4 -0.1 0.2

---

3.
# C15H37ClO8

A cluster of 6 separate species, C15H37ClO8 in total at a distorted geometry (ωB97M-V/def2-TZVPD, the OMol25 dataset).

Summary:
- HOMO energy (eV) = -9.90
- relative energy (zero: lowest compared OMol25 entry of this formula, charge and spin) (kJ/mol) = 0.00
- structure (SMILES) = CC[C@]1(Cl)COC(=O)O1.CCO.CCO.CCO.CCO.CCO
- max |F| (eV/Å) = 6.67
- orbital gap (eV) = 10.380

Element x y z (Å)
Cl: 2.9070 2.6467 -0.5298
O: -5.0571 2.0026 4.2605
O: -0.4278 -4.6066 -2.1250
O: 2.8900 2.5539 2.3648
O: 1.9876 1.4188 -3.3376
O: 4.4175 4.1410 2.1241
O: 2.6942 -3.9781 -4.8018
O: -1.6799 3.6154 2.4635
O: 2.3158 4.4277 1.3855
C: 0.4827 3.9450 -0.0320
C: 0.0366 -6.4920 -0.6615
C: 1.7292 3.4051 0.6003
C: 3.1436 -5.8730 -3.3581
C: 1.5860 2.3944 1.7417
C: 2.1869 -0.9665 -3.7853
C: 0.8234 4.7837 -1.2806
C: -4.9281 0.7779 3.5377
C: -6.2849 0.1738 3.2288
C: -0.3496 -5.0278 -0.7644
C: 3.3766 3.7426 1.9961
C: 2.7624 -4.4060 -3.4410
C: -2.0283 3.1134 4.8141
C: -1.5635 4.1310 3.7903
C: 1.7392 0.3899 -4.2956
H: -5.5188 1.8097 5.0844
H: 0.9965 -6.6670 -1.1485
H: -3.0755 2.8478 4.6398
H: 3.2587 -0.9624 -3.5695
H: -6.8310 -0.0396 4.1506
H: 1.6718 -1.2117 -2.8544
H: -1.3144 -4.8508 -0.2783
H: -2.6086 3.4031 2.3160
H: 1.7935 -4.2316 -2.9660
H: -1.0956 -5.1478 -2.5608
H: -0.7017 -7.1222 -1.1634
H: -6.1815 -0.7543 2.6649
H: 0.1089 -6.8065 0.3807
H: -2.1513 5.0511 3.8683
H: 1.3752 1.4073 1.3688
H: -1.9282 3.5047 5.8286
H: -0.1952 3.1363 -0.2524
H: 2.2596 0.6387 -5.2268
H: 1.8852 4.9404 -1.3898
H: -4.3200 0.0800 4.1221
H: 3.2065 -6.2045 -2.3199
H: -1.4406 2.1965 4.7324
H: 0.6677 0.3905 -4.4914
H: 2.4070 -6.4924 -3.8764
H: 2.0273 -4.5162 -5.2425
H: 1.9847 -1.7481 -4.5147
H: -6.8887 0.8721 2.6484
H: 0.4181 4.3270 -2.1706
H: 2.9354 1.4348 -3.1659
H: -0.5142 4.3834 3.9436
H: 0.3976 -4.4006 -0.2805
H: 0.0714 4.6307 0.6851
H: 3.5079 -3.7908 -2.9382
H: 0.3809 5.7640 -1.1897
H: 0.9287 2.7316 2.5249
H: -4.3937 1.0070 2.6165
H: 4.1071 -6.0446 -3.8397

Atoms 1-3, force components in eV/Å:
Cl 0.0 0.3 -0.4
O -0.1 0.0 -0.1
O 0.0 0.0 0.0

---

4.
# C15H37N4O4

A cluster of 4 separate species, C15H37N4O4 in total at a distorted geometry (ωB97M-V/def2-TZVPD, the OMol25 dataset).

Summary:
- HOMO energy (eV) = -11.63
- relative energy (zero: lowest compared OMol25 entry of this formula, charge and spin) (kJ/mol) = 57.63
- total charge = +1
- max |F| (eV/Å) = 2.29
- orbital gap (eV) = 8.705

Element x y z (Å)
O: 7.9681 0.3313 2.0863
O: -4.7106 -3.6288 -1.1291
O: -0.7496 -0.4983 2.3359
O: -4.1510 0.9072 -3.6486
N: 1.8927 0.6481 1.9717
N: 4.5053 2.0399 0.2194
N: 3.7879 2.0262 2.3411
N: 3.3890 1.2688 0.2555
C: 5.8666 3.4198 1.7583
C: -5.0243 1.7766 -2.9269
C: 7.7219 1.5864 1.4833
C: -5.6760 2.7580 -3.8883
C: -2.0408 -1.0772 2.5849
C: 4.6976 2.4879 1.4655
C: -3.8600 -4.8235 -3.0407
C: 2.9723 1.2768 1.5304
C: -3.7408 -3.5779 -2.1757
C: 6.9686 2.5532 2.4594
C: 6.9900 -0.6304 1.7429
C: -4.2402 2.5022 -1.8439
C: -3.9428 -2.3129 -2.9960
C: -2.4341 -1.9654 1.4171
C: -2.0015 -1.8586 3.8873
H: -3.7229 -5.7232 -2.4382
H: -2.4483 -1.3931 0.4873
H: 5.4945 4.1524 2.5001
H: -0.1127 -1.2194 2.2560
H: -2.7492 -0.2527 2.6733
H: 1.2382 0.3013 1.2803
H: -3.8648 -1.4278 -2.3639
H: -1.7084 -1.2105 4.7153
H: -3.4200 -2.4051 1.5690
H: 7.2458 1.4998 0.4826
H: 6.7940 -0.7079 0.6532
H: -3.4368 3.1014 -2.2830
H: 6.0169 -0.4596 2.2625
H: -2.7574 -3.5544 -1.7002
H: 6.2239 3.9290 0.8465
H: -5.5847 -3.6504 -1.5357
H: -4.9196 3.3655 -4.3938
H: -3.1168 -4.8225 -3.8404
H: -6.2266 2.2245 -4.6645
H: 7.6992 3.2173 2.9492
H: -4.8548 -4.8891 -3.4899
H: -5.7905 1.1496 -2.4672
H: -4.9399 -2.2951 -3.4443
H: 1.7178 0.6000 2.9660
H: 8.7189 2.0397 1.3022
H: 5.1045 2.2642 -0.5653
H: 7.3493 -1.6204 2.0782
H: -6.3653 3.4243 -3.3667
H: 2.9904 0.8047 -0.5519
H: 6.5102 1.9227 3.2456
H: -3.4681 1.4487 -4.0610
H: -4.8867 3.1609 -1.2613
H: -3.7704 1.7859 -1.1664
H: -2.9747 -2.2950 4.1140
H: -3.2020 -2.2369 -3.7941
H: -1.2623 -2.6636 3.8348
H: -1.7091 -2.7743 1.2821

Atoms 1-3, force components in eV/Å:
O -0.5 0.0 -0.9
O 0.2 0.0 0.3
O 0.4 0.5 -0.1

---

5.
# C15H38CrN5O8V

A structure of composition C15H38CrN5O8V at a distorted geometry (ωB97M-V/def2-TZVPD, the OMol25 dataset).

Summary:
- 2S+1 = 7
- expectation value of S² = 12.037
- HOMO energy (spin up / spin down) (eV) = -13.06 / -13.06
- total charge = +2
- max |F| (eV/Å) = 5.22
- orbital gap (spin up / spin down) (eV) = 4.174 / 5.660

Element x y z (Å)
Cr: 0.9399 1.3043 -0.7541
V: -0.5925 -0.8314 2.2071
O: 0.3256 -0.1893 0.3856
O: -0.8884 2.2014 -0.6183
O: 0.7264 -5.4534 -4.3358
O: -5.2761 0.7105 -0.1115
O: 0.3572 0.6092 -2.4841
O: 1.3331 2.5178 0.9408
O: -1.0179 -2.7075 1.4591
O: 1.2931 -1.8687 2.7909
N: 0.6816 -3.9249 -2.6734
N: -3.6491 -0.1441 -1.4714
N: -2.8461 3.0596 -1.4426
N: 2.5521 4.0749 1.9924
N: 3.0021 -3.0553 3.6998
C: -2.5717 -1.1187 -1.6011
C: 1.2412 -4.4946 -3.7533
C: 3.6921 3.8846 1.0637
C: 1.3168 -2.6940 -2.1884
C: -4.0742 3.6968 -1.0646
C: -4.1490 0.4965 -2.6724
C: 2.6194 -2.6776 5.0558
C: -2.1617 3.5807 -2.6358
C: 4.3471 -3.5273 3.5618
C: 2.8669 4.9724 3.1197
C: -2.1160 2.3082 -0.5838
C: 2.3344 -2.5214 2.6861
C: -0.6608 -4.2207 -2.1918
C: -4.3681 -0.0514 -0.3283
C: 1.4668 3.3043 1.8981
H: 0.8405 -1.8114 -2.6429
H: 2.3901 -2.6611 -2.3540
H: 3.3512 -1.9560 5.4218
H: -4.7913 3.5665 -1.8768
H: -4.4662 3.3154 -0.1238
H: 3.6329 4.3575 0.0841
H: 0.8163 3.4371 2.7688
H: -2.0891 4.6675 -2.6960
H: -1.6068 -3.3888 1.1405
H: -0.8449 -5.2896 -2.3027
H: 5.0767 -2.8162 3.9577
H: -3.4891 1.3101 -2.9883
H: 4.5736 4.1921 1.6197
H: 0.2530 0.2456 -3.3590
H: -1.1370 3.2568 -2.8037
H: 2.5672 -3.4916 5.7816
H: 3.3761 5.8823 2.8127
H: 2.7655 -2.6894 1.6906
H: 3.8245 2.8342 0.7977
H: 0.4332 -1.0944 0.0748
H: 4.4817 -4.4949 4.0430
H: 2.1463 -3.9742 -4.0844
H: -5.1514 0.9149 -2.6563
H: 3.5305 4.3767 3.7476
H: -3.9777 -0.7893 0.4015
H: -1.3799 -3.7604 -2.8762
H: -2.7634 3.2037 -3.4649
H: -2.7973 1.8807 0.1649
H: 1.6195 -2.2706 5.1865
H: 1.9836 5.2787 3.6771
H: -4.1220 -0.2284 -3.4906
H: 1.0800 -2.5809 -1.1308
H: 4.6883 -3.6433 2.5316
H: -3.9164 4.7724 -0.9571
H: -0.8112 -3.8178 -1.1938
H: -2.8988 -1.9258 -2.2572
H: -2.2461 -1.4057 -0.6012
H: -1.6665 -0.6436 -1.9925

Atoms 1-3, force components in eV/Å:
Cr -4.9 -1.7 -0.7
V 1.0 -3.6 -1.4
O 0.6 1.5 0.2

---

6.
# C15H38IN9O4P2Pd

A structure of composition C15H38IN9O4P2Pd at a distorted geometry (ωB97M-V/def2-TZVPD, the OMol25 dataset).

Summary:
- HOMO energy (eV) = -14.49
- total charge = +2
- max |F| (eV/Å) = 3.91
- orbital gap (eV) = 5.919

Element x y z (Å)
I: 3.4429 2.5388 1.3543
Pd: 0.0948 -0.0562 -0.2841
P: -1.2294 -1.7009 1.7276
P: 1.6512 -1.5619 1.7067
O: -1.3156 -1.7145 0.2497
O: 1.6141 1.3095 -1.4559
O: 0.2566 -2.2316 2.1938
O: 1.4835 -0.1187 1.4012
N: 2.6103 -1.8130 3.0184
N: -1.3996 -0.2237 2.4460
N: -2.2089 1.6497 -3.4412
N: -2.2475 -2.7931 2.4126
N: -2.3311 2.1897 -2.2403
N: 2.2999 3.3657 -2.0215
N: 2.2289 -2.4367 0.4182
N: -1.6671 1.4915 -1.4202
N: -1.0838 0.4629 -2.0462
C: -3.2841 4.6140 -3.9995
C: -1.8821 0.9184 1.6814
C: -2.5417 -2.8253 3.8280
C: 2.4802 2.1891 -1.4236
C: -0.7682 0.1242 3.7068
C: 2.3989 -2.7921 4.0587
C: -2.4170 3.6872 -4.8447
C: 3.9290 -1.2182 2.9856
C: 2.1850 -1.9761 -0.9620
C: -2.7583 -3.8984 1.6311
C: -2.7937 2.2052 -4.6322
C: 2.2392 -3.8826 0.5519
C: 3.7914 2.0079 -0.7089
C: -1.4211 0.5678 -3.3155
C: -0.9363 3.9326 -4.5600
H: -2.4683 -3.7577 0.5932
H: 4.1278 0.9734 -0.7168
H: 2.5043 -2.3065 5.0309
H: 4.1397 -0.7576 3.9520
H: -3.0272 5.6477 -4.2112
H: -1.0405 1.5444 1.2893
H: -0.6603 4.9290 -4.8921
H: -0.7473 3.8746 -3.4873
H: -2.4543 1.5982 -5.4734
H: -2.4033 -1.8370 4.2528
H: -3.8477 -3.9287 1.6953
H: -1.5147 0.5354 4.3908
H: -3.8816 2.1257 -4.5597
H: -0.3024 3.2170 -5.0820
H: 2.2103 -4.1533 1.6044
H: 1.3800 -4.3307 0.0479
H: 1.4293 3.5584 -2.4941
H: 3.0097 4.0796 -2.0357
H: -3.1318 4.4259 -2.9400
H: 3.9542 -0.4503 2.2158
H: -3.5798 -3.1244 3.9728
H: 3.1545 -4.2820 0.1121
H: -2.4846 1.5507 2.3366
H: -4.3377 4.4792 -4.2285
H: -2.5192 0.5758 0.8591
H: 2.4472 -0.9094 -1.0129
H: -1.1344 -0.0959 -4.1031
H: 1.4014 -3.2142 3.9769
H: 0.0126 0.8738 3.5461
H: 1.1927 -2.1593 -1.4404
H: -2.6169 3.8852 -5.9009
H: 2.9379 -2.5363 -1.5214
H: 3.1390 -3.5944 3.9995
H: -1.9054 -3.5389 4.3567
H: -2.3633 -4.8506 1.9924
H: 4.5726 2.6626 -1.0855
H: 4.7017 -1.9658 2.7857
H: -0.3142 -0.7548 4.1581

Atoms 1-3, force components in eV/Å:
I 0.2 0.2 -0.3
Pd 1.0 0.3 -1.5
P -0.7 -0.8 3.8

---

Energy (computed, Eh): -3006.057123; -1408.928045; -1655.767766; -1113.449803; -3457.923926; -2496.008724